# C36H50BCl5IrN8O

A structure of composition C36H50BCl5IrN8O (ωB97M-V/def2-TZVPD, OMol25).

Geometry as ORCA input:
```
! RIJCOSX wB97M-V def2-TZVPD def2/J DEFGRID3
* xyz 1 1
H -3.237 2.996 -2.867
H -3.347 1.716 3.014
C 3.014 2.442 1.842
H -1.525 -4.221 1.985
H -4.002 3.345 2.968
C -1.054 1.032 -2.732
C -1.873 0.946 -1.617
H 0.519 0.909 -5.107
C 1.833 -0.898 -3.499
H 2.791 -0.924 -4.020
H 4.656 3.159 3.040
H 3.164 4.052 3.295
C -1.989 -2.079 1.750
N 0.147 0.291 -1.030
C 3.574 3.056 3.123
H -4.136 -1.963 0.102
H 1.010 2.385 -4.261
C -2.379 -4.508 -2.536
N -1.127 0.509 -0.592
H -5.402 -1.774 1.325
N -1.205 -1.046 1.382
H 0.967 -3.278 -1.265
H -4.653 -1.232 3.770
H 1.082 -1.361 -4.143
Cl 5.141 1.394 -2.432
C 3.304 3.335 0.629
H -4.325 -0.433 0.963
H -3.034 -1.723 4.283
C 0.616 3.090 2.493
N -0.483 1.375 1.639
H -2.581 0.702 1.128
C 0.905 -5.146 0.853
C -0.644 2.560 2.266
Cl 8.058 0.793 -1.460
C 6.938 -0.448 0.654
C -3.330 1.283 -1.531
B -1.469 0.403 0.917
H -4.612 3.012 -1.761
C 1.283 1.348 -4.462
Cl 3.176 -1.072 1.887
H -2.735 -5.522 -2.473
H 2.221 1.348 -5.018
C 0.212 0.617 -2.332
C 5.430 0.529 -0.977
N 0.029 -1.513 1.108
C 6.719 0.258 -0.538
H 0.131 -5.366 0.114
C -1.896 3.317 2.664
C -3.554 2.764 -1.849
Ir 1.490 -0.352 0.329
C 1.454 0.548 -3.174
H -2.737 5.269 2.255
C -2.143 -3.686 -3.611
C 4.311 0.099 -0.245
H 3.354 2.440 3.995
C -3.431 -2.017 2.166
H 1.789 -5.728 0.592
H 2.036 -3.501 1.597
H 4.382 3.441 0.493
H 2.603 -3.829 -0.823
O 3.097 0.370 -0.674
Cl 8.531 -0.778 1.195
H -3.842 0.550 -3.511
C -4.133 0.382 -2.472
H -0.980 5.229 2.092
C -4.374 -1.515 1.069
C 4.570 -0.600 0.932
H -2.278 -3.919 -4.652
N -2.074 -3.792 -1.434
C 1.753 -3.222 -0.512
C 0.049 -2.833 1.256
C 5.847 -0.876 1.399
C -3.269 2.678 2.514
N -1.655 -2.548 -1.715
H -3.668 1.097 -0.513
H -5.198 0.600 -2.383
H -2.139 -4.068 -0.470
C -1.210 -3.228 1.707
H -1.996 4.501 0.847
C -1.693 -2.482 -3.039
H 2.882 4.330 0.783
H 2.265 0.991 -2.602
H 1.924 -1.510 -2.603
H 3.508 1.489 1.691
C 1.240 -3.658 0.864
C 1.539 2.212 1.950
H -1.755 3.528 3.729
H -3.972 -0.671 -2.242
H -1.406 -1.568 -3.533
H -3.546 2.555 1.467
H 0.559 -5.484 1.829
C -3.602 -1.254 3.480
H -3.694 -3.061 2.359
H -1.336 1.369 -3.714
H 0.834 4.014 2.998
H 2.130 -2.175 -0.525
H -3.254 -0.228 3.379
N 0.861 1.171 1.443
Cl 6.049 -1.725 2.875
C -1.894 4.663 1.923
H -2.992 3.406 -1.168
H 2.886 2.916 -0.286
*
```

Summary:
Lowest unoccupied orbital energy = -3.23 eV
Energy above the lowest of the compared OMol25 structures with the same formula, charge and spin = 14.33 kcal per mole

---

# C36H50BrCuN3OP2

A structure of composition C36H50BrCuN3OP2 in a non-equilibrium geometry (ωB97M-V/def2-TZVPD, OMol25).

Geometry as ORCA input:
```
! RIJCOSX wB97M-V def2-TZVPD def2/J DEFGRID3
* xyz 2 2
H -0.245 1.340 -3.913
C -4.171 2.129 -1.531
H -0.702 4.649 -0.260
H 2.544 -5.570 1.231
C -2.751 4.051 3.057
H 1.003 5.080 0.167
H -0.744 6.643 -6.013
H -0.684 -6.654 -0.071
C 4.186 -3.658 -0.398
H 2.408 -1.407 1.450
H 4.043 -4.329 -1.244
C -0.515 -6.074 -0.997
C -0.373 6.196 -6.921
H -2.604 5.139 3.149
H -2.188 3.560 1.027
C 5.451 -3.464 0.147
C -4.177 -0.142 2.362
N 1.785 -3.401 -0.201
C -0.354 -3.492 -0.871
P -0.291 4.552 2.094
H -2.565 3.593 4.040
H 1.308 5.446 4.418
H -4.220 0.914 2.660
C 1.522 3.286 -1.139
C 0.383 4.364 -8.205
Br 0.414 1.766 0.950
H -1.359 -3.188 -1.144
H -4.416 3.198 -1.499
H -4.233 -0.734 3.284
Cu -0.739 -0.191 -0.873
H -1.472 2.476 2.261
C 0.377 3.687 -4.591
C -0.377 6.727 0.326
H -0.999 0.933 -1.938
H 1.802 3.372 2.189
C -5.022 -1.352 -0.768
C -3.464 1.733 -0.244
C 1.162 3.841 2.947
C 4.527 -1.824 1.693
H -3.702 -0.398 -2.198
C 0.083 4.044 -5.720
H 0.856 4.878 -10.276
H -4.111 1.895 0.629
H 6.608 -2.445 1.671
C 0.006 4.843 -6.941
C -0.079 1.587 -1.784
N 0.202 6.530 -9.223
C 3.261 -2.004 1.133
H -1.499 -5.895 -1.459
C 0.580 2.337 -0.782
H 3.118 -5.951 -0.405
H -0.004 7.255 1.214
H -5.113 1.589 -1.664
H -2.015 -0.094 2.183
C 0.149 1.956 -3.101
C 3.093 -2.997 0.162
P -2.703 0.066 -0.094
O 0.776 -1.345 -0.448
H 0.062 -6.709 -1.694
C -0.056 5.229 0.420
H -2.745 -1.588 1.599
H -4.980 -1.947 0.150
H 0.625 3.324 -8.351
H -5.665 -0.479 -0.603
C 0.506 5.234 -9.301
H 2.735 4.381 4.343
C 1.410 3.907 -2.366
C -0.226 7.008 -8.055
H -3.541 1.974 -2.413
C -1.752 3.517 2.032
H -0.465 8.075 -8.021
C 2.230 -5.762 0.199
H 6.298 -4.024 -0.254
H 2.473 5.582 3.072
H 1.630 -6.671 0.189
C -2.880 -0.494 1.628
H -3.789 3.852 2.757
H -5.071 -0.386 1.776
H -3.014 -1.849 -1.457
H 1.892 4.868 -2.491
H -5.503 -1.964 -1.538
C 0.711 -2.607 -0.520
H -2.615 2.413 -0.128
C 0.683 3.206 -3.335
H -1.460 6.883 0.254
N 1.430 -4.694 -0.346
H 0.805 3.062 3.638
H 4.667 -1.108 2.508
C 5.618 -2.569 1.216
C 0.138 -4.768 -0.745
C 1.961 4.879 3.741
C -3.640 -0.965 -1.257
H 0.090 7.159 -0.571
H 2.197 3.631 -0.367
*
```

Summary:
Lowest unoccupied orbital energy (alpha / beta) = -4.75 / -7.87 eV
Expectation value of S² = 0.75
Energy above the lowest of the compared OMol25 structures with the same formula, charge and spin = 0.00 kcal per mole

---

# C36H50Cl2N2O8S

A cluster of 3 separate species, C36H50Cl2N2O8S in total (ωB97M-V/def2-TZVPD, OMol25).

Geometry as ORCA input:
```
! RIJCOSX wB97M-V def2-TZVPD def2/J DEFGRID3
* xyz 0 1
H -4.959 4.077 3.341
H -4.619 -3.547 -0.013
C -1.923 2.467 0.169
C -2.872 0.219 -0.090
H 7.393 -0.038 -0.583
C 0.341 1.902 -1.303
H 12.851 -2.022 2.856
C 11.920 0.952 0.635
H 8.183 -0.823 1.634
H -4.723 6.589 2.835
O -7.691 -2.377 -1.846
C -1.909 -2.546 -1.173
H -1.952 -2.658 -2.258
H -0.880 -4.267 -0.317
C -3.882 5.894 2.843
C -1.420 4.683 0.635
H 11.031 0.361 -1.229
C -3.662 5.428 1.411
H -1.045 -4.366 2.061
C -0.642 0.896 -1.105
H -5.149 -1.600 -1.476
H 6.626 -0.402 2.352
H 3.109 3.139 -1.373
C -0.530 -0.463 -1.742
H 12.356 -0.682 -0.723
Cl -2.795 -0.631 1.409
C -0.708 -1.682 -0.816
C 5.231 1.542 -0.711
C -1.892 -3.940 -0.539
C -3.021 3.062 0.986
H -2.988 6.406 3.196
C -1.779 1.189 -0.346
H 4.444 1.436 -2.655
C -3.114 -4.127 2.875
H -5.994 -0.231 -0.741
H 3.852 0.174 -1.574
C 12.547 -1.562 1.919
H 13.359 -0.929 1.570
H 12.703 0.927 -1.367
C -2.100 -4.182 1.949
C 6.950 0.313 0.350
O -0.878 5.754 0.663
H -4.825 4.326 6.053
C -4.310 -3.864 2.162
H -8.363 -5.192 -2.614
H 2.655 1.915 -0.226
C 2.874 2.081 -1.284
H -3.330 6.263 0.797
O -4.052 2.565 1.349
H 0.170 -2.321 -0.933
H -3.011 -4.249 3.939
H -3.325 4.162 4.017
Cl -3.950 0.937 -2.389
C -0.973 3.446 -0.035
C 7.121 -0.717 1.437
C -10.133 -2.424 -1.974
H -2.845 -2.077 -0.875
H 0.900 3.953 -0.924
O 5.785 2.609 -0.684
H -10.200 -2.244 -0.901
H -4.589 5.020 1.014
S -4.875 5.440 5.319
H 1.556 2.372 -2.954
H 1.724 0.692 -2.451
H -0.737 -1.379 0.230
H -8.442 -3.961 -3.885
C -7.786 -4.460 -3.177
H 0.421 -0.570 -2.241
H 7.427 1.248 0.633
H 6.709 -1.673 1.118
H -1.278 -0.507 -2.539
O 5.540 0.523 0.119
H -7.014 -4.983 -3.736
C -4.213 4.737 3.771
N -2.640 -3.968 0.705
H -8.750 -1.986 -3.595
C 1.619 1.705 -2.092
C 11.244 -0.836 2.160
H -10.195 -3.501 -2.135
C 4.089 1.234 -1.644
H -10.988 -1.955 -2.461
H 11.557 1.976 0.577
O -6.067 -3.829 -1.664
C -3.986 -3.772 0.830
O 10.414 -1.251 2.919
H 12.889 0.986 1.134
C -7.105 -3.537 -2.196
C -5.091 -0.841 -0.698
C -3.911 0.042 -0.902
C 0.165 3.177 -0.761
H -5.059 -1.303 0.283
H 12.371 -2.348 1.187
N -2.631 4.383 1.291
H -2.362 -4.639 -1.229
O 10.958 0.279 1.453
H -5.289 -3.741 2.591
C 12.011 0.352 -0.752
C -8.841 -1.850 -2.517
H -8.798 -0.779 -2.328
*
```

Summary:
Lowest unoccupied orbital energy = -0.06 eV
SMILES = CCOC(=O)CCCc1cc2c(c(/C(Cl)=C(/C)Cl)c1CCCCn1cccc1)C(=O)N(CCCS)C2=O.CCOC(C)=O.CCOC(C)=O